A structure of composition C40H44BGaIN6O4PSe at a distorted geometry. Source: OMol25; level of theory: ωB97M-V/def2-TZVPD.

Cartesian coordinates (Å):
Ga -1.974 -0.767 2.518
C -5.262 2.633 0.776
C -4.253 1.778 1.573
C -4.111 2.265 3.036
C -4.665 0.352 1.417
C -5.889 -0.245 0.957
C -5.700 -1.617 1.009
N -4.433 -1.900 1.366
N -3.777 -0.653 1.609
B -3.685 -3.213 1.131
N -2.858 -3.315 -0.136
C -3.137 -3.748 -1.397
C -1.997 -3.529 -2.155
C -1.027 -2.935 -1.216
N -1.574 -2.917 -0.036
C 0.343 -2.402 -1.493
C 1.284 -2.635 -0.318
C 0.830 -2.816 -2.895
N -2.818 -3.529 2.411
C -2.504 -4.750 2.817
C -1.391 -4.745 3.608
C -1.018 -3.370 3.735
N -1.877 -2.632 2.934
C 0.043 -2.829 4.698
C 0.025 -1.408 5.177
C 1.466 -3.206 4.201
H -4.999 3.701 0.823
H -5.190 2.357 -0.283
H -6.282 2.573 1.127
H -3.241 1.866 1.076
H -5.057 2.115 3.554
H -3.297 1.814 3.571
H -3.948 3.363 3.057
H -6.770 0.236 0.587
H -6.433 -2.404 0.817
H -4.516 -4.112 1.150
H -4.088 -4.180 -1.704
H -1.869 -3.866 -3.186
H 0.224 -1.309 -1.621
H 1.263 -3.662 0.019
H 2.308 -2.349 -0.559
H 1.015 -2.035 0.550
H 0.926 -3.925 -2.937
H 0.092 -2.442 -3.614
H 1.830 -2.396 -3.123
H -3.141 -5.580 2.507
H -0.842 -5.647 3.873
H -0.200 -3.449 5.595
H 0.412 -0.674 4.485
H -0.956 -1.095 5.577
H 0.689 -1.330 6.046
H 1.817 -2.481 3.478
H 2.141 -3.163 5.045
H 1.510 -4.197 3.784
I -1.366 2.107 -2.386
C 0.022 1.566 -3.935
C -0.644 1.086 -5.094
C -0.165 1.267 -6.371
C 1.074 1.904 -6.538
C 1.814 2.351 -5.394
C 3.025 3.091 -5.582
C 3.737 3.566 -4.516
C 3.361 3.144 -3.203
C 2.245 2.372 -2.956
P 1.984 1.724 -1.286
C 2.344 3.169 -0.254
C 1.810 4.382 -0.755
C 2.032 5.587 -0.144
C 2.715 5.620 1.073
C 3.209 4.404 1.603
C 3.063 3.209 0.929
C 3.525 0.726 -0.974
C 4.460 0.428 -1.959
C 5.514 -0.426 -1.687
C 5.679 -0.968 -0.416
C 4.794 -0.591 0.564
C 3.673 0.162 0.277
C 1.362 2.027 -4.050
H -1.545 0.486 -4.913
H -0.719 0.952 -7.205
H 1.464 2.146 -7.512
H 3.373 3.260 -6.621
H 4.601 4.252 -4.614
H 4.022 3.390 -2.356
H 1.281 4.341 -1.698
H 1.644 6.488 -0.609
H 2.843 6.595 1.641
H 3.754 4.440 2.541
H 3.516 2.342 1.370
H 4.301 0.797 -2.987
H 6.207 -0.621 -2.471
H 6.419 -1.720 -0.225
H 4.956 -0.855 1.624
H 2.939 0.449 1.038
O -0.669 2.768 1.637
Se -0.277 1.266 2.227
O -1.387 0.731 3.493
O -0.768 -0.126 1.170
O 1.341 1.113 2.507

The maximum force is 3.04 eV Å⁻¹. The value obtained for the energy above the lowest of the compared OMol25 structures with the same formula, charge and spin is 0.0000 eV. As for the spin multiplicity: 1.

Here are the Löwdin charges for atoms 1 to 5, given in e: 0.47 -0.07 -0.34 -0.04 -0.20